Entry 1:
Here is a cluster of 2 separate species, CH8NS2 in total from the Open Molecules 2025 dataset. Energies are from ωB97M-V/def2-TZVPD.

Element x y z (Å)
N: 0.967 1.867 -2.220
H: 0.092 1.332 -2.265
H: 1.091 2.586 -2.941
H: 0.881 2.356 -1.319
H: 1.845 1.347 -2.168
C: 0.319 -0.294 2.212
S: 0.106 -1.195 0.667
S: -0.835 0.033 -0.424
H: 1.189 -0.728 2.759
H: -0.456 -0.448 3.011
H: 0.617 0.742 2.147
H: -2.089 0.273 -0.096

HOMO-LUMO gap   8.540 eV
Relative energy (zero: lowest compared OMol25 entry of this formula, charge and spin)   85.1 kJ/mol
Spin multiplicity   1
LUMO energy   -4.055 eV
Charge   +1

Here are the natural (NBO) charges for atoms 1 to 8, given in e: -0.87 0.48 0.45 0.46 0.46 -0.80 0.19 -0.24

=====

Entry 2:
Here is a cluster of 3 separate species, CH8O2S in total from the Open Molecules 2025 dataset. Energies are from ωB97M-V/def2-TZVPD.

Element x y z (Å)
C: -0.433 -1.354 1.135
S: -1.536 0.067 0.598
H: -1.078 -2.093 1.588
H: 0.282 -0.856 1.779
H: 0.102 -1.759 0.283
H: -2.425 -0.696 -0.005
H: 0.887 1.166 0.621
H: 2.187 1.837 1.004
O: 1.770 1.361 0.292
H: 0.449 0.828 -1.748
H: -0.571 0.711 -2.871
O: 0.367 0.788 -2.677

HOMO-LUMO gap   10.190 eV
Relative energy (zero: lowest compared OMol25 entry of this formula, charge and spin)   46.7 kJ/mol
Structure (SMILES)   CS.O.O
Spin multiplicity   1
LUMO energy   0.534 eV
Charge   0

Here are the natural (NBO) charges for atoms 1 to 8, given in e: -0.69 -0.10 0.22 0.22 0.22 0.13 0.46 0.47

=====

Entry 3:
Here is a cluster of 4 separate species, CH8O4 in total from the Open Molecules 2025 dataset. Energies are from ωB97M-V/def2-TZVPD.

Element x y z (Å)
O: 1.089 2.502 0.094
C: 1.454 1.638 -0.710
H: 0.756 1.228 -1.455
H: 2.499 1.215 -0.795
H: -2.640 -1.014 -0.533
H: -1.297 -0.317 -0.030
O: -1.777 -0.605 -0.822
H: -0.328 1.160 1.239
H: -1.049 1.009 2.623
O: -1.018 0.658 1.693
H: 0.064 -2.178 -0.502
H: 1.463 -2.724 -0.736
O: 0.784 -2.570 -0.064

HOMO-LUMO gap   10.980 eV
Relative energy (zero: lowest compared OMol25 entry of this formula, charge and spin)   48.4 kJ/mol
Structure (SMILES)   C=O.O.O.O
Spin multiplicity   1
LUMO energy   0.216 eV
Charge   0

Here are the natural (NBO) charges for atoms 1 to 8, given in e: -0.52 0.28 0.13 0.12 0.48 0.49 -0.98 0.49

=====

Entry 4:
Here is a cluster of 2 separate species, CH9N2O in total from the Open Molecules 2025 dataset. Energies are from ωB97M-V/def2-TZVPD.

Element x y z (Å)
O: -0.367 0.098 -2.374
H: -0.291 -0.341 -3.237
H: 0.854 0.686 0.000
H: -1.144 0.724 -2.369
N: 1.300 -0.066 0.558
C: 0.066 -0.533 1.262
N: -0.951 0.472 0.952
H: 1.735 -0.816 -0.047
H: 1.986 0.341 1.186
H: -0.366 -1.449 0.746
H: 0.215 -0.856 2.399
H: -1.181 1.317 1.513
H: -1.716 -0.038 0.664

HOMO-LUMO gap (spin up / spin down)   12.220 / 4.479 eV
Relative energy (zero: lowest compared OMol25 entry of this formula, charge and spin)   124.9 kJ/mol
Spin multiplicity   2
LUMO energy (spin up / spin down)   -8.222 / -15.114 eV
Charge   +2

Here are the natural (NBO) charges for atoms 1 to 8, given in e: -0.92 0.53 0.47 0.50 -0.68 -0.16 -0.26 0.51

=====

Entry 5:
Here is a cluster of 3 separate species, CH9N2O2 in total from the Open Molecules 2025 dataset. Energies are from ωB97M-V/def2-TZVPD.

Element x y z (Å)
N: 0.140 1.624 0.822
C: -0.067 1.714 -0.459
N: -0.007 0.790 -1.402
H: 0.350 0.752 1.354
H: -0.043 2.455 1.367
H: 0.047 2.713 -0.878
H: -0.140 1.124 -2.342
H: -0.138 -0.211 -1.282
H: 0.169 -3.001 -0.973
H: -1.077 -2.417 -1.066
O: -0.256 -2.205 -0.620
H: 0.519 -1.394 2.542
H: 0.393 -1.145 1.042
O: 0.110 -0.799 1.896

HOMO-LUMO gap   12.290 eV
Relative energy (zero: lowest compared OMol25 entry of this formula, charge and spin)   70.9 kJ/mol
Spin multiplicity   1
LUMO energy   -3.283 eV
Charge   +1

Here are the natural (NBO) charges for atoms 1 to 8, given in e: -0.70 0.39 -0.72 0.46 0.43 0.22 0.43 0.44

=====

Entry 6:
Here is a cluster of 3 separate species, CH9N2O2 in total from the Open Molecules 2025 dataset. Energies are from ωB97M-V/def2-TZVPD.

Element x y z (Å)
N: -1.026 0.974 1.845
C: -1.433 0.272 0.787
N: -1.317 -1.018 0.640
H: -0.801 1.931 1.608
H: -1.104 0.586 2.780
H: -1.771 0.886 -0.038
H: -1.427 -1.423 -0.289
H: -1.343 -1.652 1.420
H: 4.723 2.414 -1.166
H: 4.118 3.605 -1.958
O: 4.306 3.282 -1.071
H: -0.334 -3.419 -1.931
H: -1.563 -3.563 -1.092
O: -1.029 -2.876 -1.536

HOMO-LUMO gap   9.508 eV
Relative energy (zero: lowest compared OMol25 entry of this formula, charge and spin)   127.5 kJ/mol
Spin multiplicity   1
LUMO energy   -4.076 eV
Charge   +1

Here are the natural (NBO) charges for atoms 1 to 8, given in e: -0.73 0.41 -0.70 0.44 0.44 0.23 0.47 0.42

=====

Entry 7:
Here is a cluster of 2 separate species, CH9N2P2 in total from the Open Molecules 2025 dataset. Energies are from ωB97M-V/def2-TZVPD.

Element x y z (Å)
C: -0.911 0.772 0.933
N: -0.334 -0.157 0.151
N: -0.432 2.376 0.493
P: -0.707 -0.919 -1.216
P: 1.758 -2.529 0.056
H: -0.737 0.656 1.983
H: -1.997 0.966 0.711
H: 0.445 2.525 0.906
H: -1.124 2.938 0.738
H: -0.441 2.314 -0.551
H: 0.262 -0.453 -2.164
H: 0.100 -2.186 -0.960
H: 1.934 -2.450 -1.313
H: 2.183 -3.853 0.233

HOMO-LUMO gap (spin up / spin down)   7.811 / 5.877 eV
Relative energy (zero: lowest compared OMol25 entry of this formula, charge and spin)   368.1 kJ/mol
Spin multiplicity   1
LUMO energy (spin up / spin down)   -5.222 / -6.127 eV
Charge   +1

Here are the natural (NBO) charges for atoms 1 to 8, given in e: -0.01 -0.88 -0.74 0.85 0.28 0.22 0.19 0.43

=====

Entry 8:
Here is a cluster of 2 separate species, CH9N3 in total from the Open Molecules 2025 dataset. Energies are from ωB97M-V/def2-TZVPD.

Element x y z (Å)
N: -1.878 0.320 -1.819
H: -1.956 -0.088 -2.746
H: -2.554 0.051 -1.139
H: -1.984 1.321 -1.952
N: 1.676 -0.093 1.812
C: 0.754 0.274 0.762
N: 0.366 -0.981 0.098
H: 1.388 -0.978 2.213
H: 1.871 0.573 2.516
H: 1.196 0.978 0.055
H: -0.140 0.778 1.174
H: 0.005 -0.772 -0.823
H: 1.257 -1.382 -0.150

HOMO-LUMO gap   9.803 eV
Relative energy (zero: lowest compared OMol25 entry of this formula, charge and spin)   21.1 kJ/mol
Structure (SMILES)   NCN.N
Spin multiplicity   1
LUMO energy   1.036 eV
Charge   0

Here are the natural (NBO) charges for atoms 1 to 8, given in e: -1.09 0.37 0.37 0.36 -0.86 -0.04 -0.84 0.37

=====

Number 1: strongest force on any atom 4.21 eV Å⁻¹. Number 2: strongest force on any atom 1.82 eV Å⁻¹. Number 3: strongest force on any atom 2.79 eV Å⁻¹. Number 4: strongest force on any atom 3.31 eV Å⁻¹. Number 5: strongest force on any atom 2.12 eV Å⁻¹. Number 6: strongest force on any atom 1.63 eV Å⁻¹. Number 7: strongest force on any atom 6.07 eV Å⁻¹. Number 8: strongest force on any atom 1.56 eV Å⁻¹.